[1]
# CH7N6

2 unconnected molecules or ions with the total composition CH7N6 (ωB97M-V/def2-TZVPD, OMol25).

Last column: Löwdin charge in e.
CARTESIAN COORDINATES (ANGSTROEM)
C 2.061 -0.636 -0.070  -0.14
N 2.177 1.809 -0.082  0.29
N 0.992 -1.440 0.130  0.15
N 2.036 0.604 -0.013  0.05
N -2.741 0.185 -0.856  0.02
N -1.387 0.389 0.848  0.01
N -2.509 0.455 0.418  -0.18
H 3.081 -1.019 -0.325  0.19
H 2.391 2.215 0.822  0.12
H -3.681 -0.150 -0.895  0.08
H -2.084 -0.112 -1.710  0.17
H 0.196 -0.847 0.399  0.05
H -1.329 0.865 1.705  0.04
H 0.798 -2.317 -0.371  0.14

net charge: +1
Kohn-Sham gap: 7.04 eV
energy above the lowest of the compared OMol25 structures with the same formula, charge and spin: 4.7715 eV
spin multiplicity: 1
LUMO energy: -5.82 eV

***

[2]
# CH7N6

2 unconnected molecules or ions with the total composition CH7N6 (ωB97M-V/def2-TZVPD, OMol25).

Last column: Löwdin charge in e.
CARTESIAN COORDINATES (ANGSTROEM)
C 0.191 1.256 0.335  -0.24
N 0.782 3.536 -0.101  0.18
N 0.492 0.186 -0.243  0.06
N 0.312 2.478 -0.031  0.00
N -1.380 -0.985 -0.842  0.08
N 0.494 -2.029 0.266  0.10
N -0.317 -0.916 0.051  -0.37
H -0.430 1.185 1.341  0.18
H 1.887 3.747 0.174  0.19
H -0.989 -1.165 -1.834  0.15
H -1.761 -1.924 -0.700  0.11
H 1.122 -2.075 1.005  0.09
H 0.849 -2.568 -0.542  0.14
H -1.253 -0.726 1.122  0.34

net charge: +1
Kohn-Sham gap: 8.48 eV
energy above the lowest of the compared OMol25 structures with the same formula, charge and spin: 8.3121 eV
spin multiplicity: 1
LUMO energy: -4.79 eV

***

[3]
# CH7N6O

2 unconnected molecules or ions with the total composition CH7N6O (ωB97M-V/def2-TZVPD, OMol25).

Last column: Löwdin charge in e.
CARTESIAN COORDINATES (ANGSTROEM)
C -1.050 0.069 0.135  -0.31
N 0.946 -3.362 -0.197  0.28
N 1.104 -2.276 -0.057  -0.15
N -0.932 1.207 -0.485  -0.01
N 1.112 -1.044 -0.155  -0.07
N -1.815 -0.898 -0.253  0.20
N 0.011 2.239 -0.101  0.20
O 2.052 -0.303 0.583  -0.03
H -0.360 0.020 1.034  0.15
H -1.886 -1.635 0.304  0.07
H -2.436 -0.777 -0.995  0.12
H 0.209 2.559 -1.082  0.21
H 0.617 1.792 0.514  0.11
H -0.508 2.967 0.340  0.16
H 2.937 -0.559 0.416  0.08

net charge: +1
Kohn-Sham gap: 10.05 eV
energy above the lowest of the compared OMol25 structures with the same formula, charge and spin: 0.8408 eV
spin multiplicity: 1
LUMO energy: -3.45 eV

***

[4]
# CH7NO

2 unconnected molecules or ions with the total composition CH7NO (ωB97M-V/def2-TZVPD, OMol25).

Last column: Löwdin charge in e.
CARTESIAN COORDINATES (ANGSTROEM)
C -0.251 -0.542 -1.012  -0.13
N 0.589 -0.411 0.166  -0.06
H 0.273 -0.742 -1.943  0.07
H -1.040 -1.259 -0.809  0.08
H -0.828 0.392 -1.119  0.08
H 0.846 -1.277 0.626  0.11
H 1.490 -0.003 -0.051  0.11
O -0.293 1.289 1.777  -0.19
H 0.052 0.606 0.995  -0.04
H -0.838 1.946 1.369  -0.03

structure (SMILES): CN.O
Kohn-Sham gap: 10.47 eV
energy above the lowest of the compared OMol25 structures with the same formula, charge and spin: 0.3616 eV
spin multiplicity: 1
LUMO energy: 0.84 eV